C4H9O3 | ωB97M-V/def2-TZVPD

HOMO (Eh): -0.1679
Energy above the lowest of the compared OMol25 structures with the same formula, charge and spin (eV): 0.886
Strongest force on any atom (eV Å⁻¹): 2.893
Total charge: -1
Frontier orbital gap (eV): 8.69
Spin multiplicity: 1
LUMO level (eV): 4.12

Geometry as XYZ:
```
16
Properties=species:S:1:pos:R:3:forces:R:3
C 0.660 -0.443 -2.833 -1.1 0.7 -0.6
O 0.790 -1.190 -1.684 0.8 -1.5 0.3
H 0.799 -0.645 -0.840 -0.1 0.6 -1.0
H 1.350 0.410 -2.982 -0.3 -0.1 0.6
H -0.403 -0.134 -2.909 0.4 0.7 -0.1
H 0.790 -1.018 -3.756 0.3 -0.7 0.2
C -0.751 0.696 1.717 -0.7 -0.2 1.1
C -0.520 -0.772 1.991 2.3 -1.4 -1.2
C 0.028 1.398 0.600 1.0 -0.3 -0.3
O -0.146 2.612 0.434 -0.4 0.1 0.2
O 0.857 0.679 -0.043 -0.2 0.3 0.5
H -1.821 0.840 1.581 -0.2 0.2 -0.4
H -0.566 1.175 2.674 0.2 0.7 0.0
H -1.337 -1.319 2.461 -0.1 0.1 -0.1
H 0.433 -1.014 2.520 -0.7 0.7 0.5
H -0.161 -1.275 1.070 -1.1 0.1 -0.1
```
Forces are in eV/Å.


H20O10 | ωB97M-V/def2-TZVPD

HOMO (spin up / spin down) (Eh): -0.0036 / -0.2819
Energy above the lowest of the compared OMol25 structures with the same formula, charge and spin (eV): 0.655
Strongest force on any atom (eV Å⁻¹): 1.253
Total charge: -1
Frontier orbital gap (spin up / spin down) (eV): 2.67 / 10.17
Spin multiplicity: 2
LUMO level (spin up / spin down) (eV): 2.57 / 2.50

Geometry as XYZ:
```
30
Properties=species:S:1:pos:R:3:forces:R:3
O -2.511 -0.345 1.330 -0.5 0.4 1.0
H -2.960 0.422 0.974 -0.1 0.3 -0.1
H -2.077 -0.742 0.575 0.8 0.0 0.1
O 0.401 2.807 -1.794 0.0 0.8 -0.7
H 0.470 1.909 -1.469 0.1 -0.6 0.4
H -0.095 3.269 -1.118 0.0 0.0 0.2
O 0.515 0.555 -0.213 0.4 0.2 -0.1
H -0.056 0.709 0.540 -0.2 0.1 0.3
H 0.363 -0.361 -0.446 -0.1 -0.5 -0.1
O 2.084 -0.945 -3.055 0.1 0.7 -0.7
H 2.034 -1.272 -2.157 0.0 -0.4 0.7
H 2.287 -1.719 -3.581 0.1 -0.2 -0.1
O -1.535 -1.639 -0.706 0.0 0.3 -0.1
H -1.267 -2.455 -1.129 0.5 -0.6 0.0
H -2.468 -1.757 -0.528 -0.6 -0.5 -0.4
O 1.465 -2.628 -0.898 -0.5 0.9 -0.7
H 1.504 -2.644 0.058 0.0 -0.1 1.0
H 1.855 -3.459 -1.168 0.3 -0.8 -0.2
O 2.251 1.882 2.766 0.4 0.4 0.3
H 1.316 1.805 2.580 -0.2 -0.1 -0.1
H 2.610 1.020 2.551 0.0 -0.2 -0.2
O -0.807 -1.119 -3.615 -0.7 -0.1 -0.4
H -0.304 -1.495 -2.892 0.3 0.1 0.2
H -0.186 -0.546 -4.066 0.3 0.1 0.1
O -0.261 0.516 3.422 0.0 0.3 0.1
H -1.112 0.160 3.165 -0.5 -0.4 -0.5
H 0.068 -0.099 4.077 0.3 -0.1 0.2
O -0.929 2.803 1.990 0.0 0.3 -0.4
H -0.835 2.216 2.740 0.2 -0.3 0.4
H -1.817 3.152 2.068 -0.2 0.2 0.0
```
Forces are in eV/Å.


C17H21BrCl2O4V | ωB97M-V/def2-TZVPD

HOMO (spin up / spin down) (Eh): 0.0421 / 0.0421
Strongest force on any atom (eV Å⁻¹): 4.117
Total charge: -2
Frontier orbital gap (spin up / spin down) (eV): 3.37 / 3.37
Spin multiplicity: 2
LUMO level (spin up / spin down) (eV): 4.51 / 4.52

Geometry as XYZ:
```
46
Properties=species:S:1:pos:R:3:forces:R:3
C -1.782 0.069 -1.451 0.2 -1.3 -0.2
C -2.380 -0.982 -0.681 1.3 -0.4 -0.4
C -1.460 -2.095 -0.682 0.4 0.8 -0.7
C -3.757 -1.005 -0.127 -0.3 0.0 0.1
C -0.291 -1.693 -1.428 -1.8 0.1 -0.4
C -0.498 -0.363 -1.894 -0.5 -0.5 0.3
C 0.393 0.365 -2.842 0.3 0.3 0.1
C -2.493 1.280 -1.942 0.2 0.4 0.2
C -1.721 -3.482 -0.207 -0.1 -0.2 0.1
C 0.814 -2.598 -1.845 0.2 0.2 0.2
V -0.557 -0.542 0.638 2.7 1.9 -2.5
Cl -1.456 -1.407 2.279 -1.6 -1.5 2.8
Cl -1.324 1.602 0.889 -0.4 0.4 0.3
O 1.080 -1.372 0.563 0.1 -0.4 0.6
H -4.152 0.010 -0.034 0.0 -0.1 0.1
H -3.782 -1.481 0.859 0.0 0.1 -0.1
H -4.417 -1.573 -0.794 -0.1 0.0 0.0
H -2.325 -3.493 0.705 0.1 0.0 -0.1
H -0.781 -4.007 0.006 -0.2 0.1 0.0
H -2.262 -4.044 -0.981 0.1 0.0 0.1
H 1.004 -3.348 -1.074 0.1 0.1 -0.1
H 1.727 -2.018 -2.005 -0.1 -0.2 0.1
H 0.555 -3.111 -2.783 0.0 0.1 0.1
H 1.431 0.035 -2.720 -0.2 0.3 0.0
H 0.359 1.447 -2.672 0.3 -0.2 0.1
H 0.104 0.171 -3.887 -0.1 -0.1 0.1
H -3.249 1.612 -1.228 0.1 0.0 0.0
H -2.992 1.078 -2.900 0.1 -0.2 0.1
H -1.788 2.097 -2.102 -0.1 0.0 0.1
H 1.626 -1.413 1.375 -0.7 0.7 -0.5
O 2.476 3.029 -1.259 -0.4 -0.6 0.9
H 2.238 2.551 -0.410 0.5 1.1 -2.0
Br 3.222 -1.381 3.338 0.1 0.1 0.3
C 3.223 0.360 4.117 -0.2 0.9 0.5
C 3.829 0.551 5.363 0.0 0.1 -0.2
C 3.882 1.834 5.922 -0.1 0.0 -0.4
C 3.345 2.921 5.219 0.0 -0.2 -0.1
C 2.712 2.720 3.990 0.1 -0.3 0.4
C 2.604 1.431 3.458 0.0 -0.4 -0.1
C 1.732 1.194 2.226 0.3 1.0 -2.0
O 2.071 1.746 1.150 -0.5 -1.4 2.7
O 0.727 0.464 2.479 0.2 -0.5 -0.3
H 4.259 -0.300 5.887 0.0 0.2 -0.1
H 4.365 1.987 6.887 -0.1 -0.1 -0.2
H 3.397 3.927 5.636 0.0 -0.2 0.0
H 2.249 3.546 3.445 0.2 -0.3 0.1
```
Forces are in eV/Å.


C22H25BF2O13S | ωB97M-V/def2-TZVPD

HOMO (Eh): -0.3386
Strongest force on any atom (eV Å⁻¹): 8.736
Total charge: 0
SMILES: CCOB(O)c1ccc2c(c1)C(=O)C=C(CCCCS(=O)(=O)O)C2=O.O=C1OC[C@@H](F)O1.O=C1OC[C@@H](F)O1
Frontier orbital gap (eV): 7.20
Spin multiplicity: 1
LUMO level (eV): -2.01

Geometry as XYZ:
```
64
Properties=species:S:1:pos:R:3:forces:R:3
C 6.462 -2.897 -1.245 -1.1 -0.7 -0.3
C 6.159 -1.978 -2.570 1.0 -1.5 -0.8
O 6.390 -0.536 -2.395 -2.7 -0.5 2.1
B 5.506 0.056 -1.371 1.5 -0.4 0.6
O 6.125 0.300 -0.020 -2.0 -2.3 -2.0
C 3.920 0.455 -1.554 -4.9 1.9 -0.2
C 3.345 1.795 -0.735 -3.1 -1.8 -1.9
C 1.745 2.252 -0.824 0.8 -2.6 -2.0
C 0.659 1.400 -1.720 3.5 -1.2 -0.2
C 1.232 0.101 -2.567 1.6 1.5 1.7
C 2.816 -0.341 -2.473 -1.3 2.5 1.3
C 0.135 -0.732 -3.514 0.9 -1.5 -3.6
O 0.453 -1.299 -4.683 -1.8 3.3 7.3
C -1.415 -0.775 -2.936 -0.3 3.4 1.9
C -1.931 0.400 -2.136 1.5 -2.4 -1.6
C -3.455 0.502 -1.540 -0.1 0.4 -1.3
C -4.201 -0.936 -1.286 0.0 0.1 1.1
C -3.367 -2.000 -0.360 -0.7 -0.9 0.6
C -4.434 -3.243 -0.023 -0.1 2.7 0.6
S -4.592 -4.482 -1.432 -5.0 -7.1 1.1
O -4.251 -5.897 -0.835 0.3 5.7 -2.3
O -6.111 -4.580 -1.848 5.6 1.9 0.6
O -3.596 -4.154 -2.779 -2.2 0.5 1.0
C -0.949 1.723 -1.848 -1.6 3.9 0.4
O -1.483 2.960 -1.718 3.4 -7.8 -0.6
H 7.199 -2.417 -0.471 -1.4 -0.9 -1.7
H 5.405 -3.131 -0.742 2.4 0.6 -0.7
H 6.854 -3.957 -1.624 -0.7 2.4 0.9
H 5.083 -2.250 -2.948 2.0 0.8 0.7
H 6.914 -2.338 -3.420 -1.7 1.1 1.8
H 5.938 -0.580 0.461 0.5 2.0 -0.8
H 4.029 2.477 -0.054 -1.4 -1.8 -1.6
H 1.349 3.213 -0.237 1.1 -2.5 -1.5
H 3.129 -1.292 -3.106 -0.8 2.3 1.5
H -2.093 -1.718 -3.188 1.7 2.3 0.5
H -3.481 1.214 -0.595 0.3 -1.8 -1.9
H -4.099 1.067 -2.371 1.4 -1.1 1.8
H -5.201 -0.687 -0.684 2.2 -0.5 -1.4
H -4.543 -1.480 -2.263 0.8 1.2 1.6
H -2.435 -2.487 -0.874 -1.7 1.2 0.9
H -3.053 -1.564 0.705 -0.7 -0.8 -2.6
H -5.505 -2.725 0.072 2.2 -1.5 -0.5
H -4.234 -3.751 1.012 -0.1 0.3 -2.5
H -4.199 -3.895 -3.553 0.8 -0.6 1.6
C 2.329 2.559 4.471 0.3 -0.2 1.3
C 2.448 3.683 3.499 0.8 0.6 -0.1
O 2.143 3.081 2.261 -0.8 -0.4 0.4
C 1.294 2.060 2.563 -1.6 -1.8 -1.9
O 0.599 1.482 1.743 1.5 1.3 2.1
O 1.309 1.766 3.899 -0.3 0.2 -1.2
F 3.718 4.143 3.448 0.0 0.2 0.0
H 3.247 1.968 4.550 0.0 0.2 -0.2
H 2.045 2.902 5.470 -0.1 -0.2 -0.2
H 1.758 4.513 3.685 0.2 0.0 -0.1
C -2.344 2.003 3.416 1.3 0.2 0.1
C -3.378 1.660 2.398 -0.1 -0.5 -0.4
O -4.574 1.622 3.142 0.3 0.7 0.2
C -4.382 2.500 4.166 -2.3 1.4 2.3
O -5.279 2.948 4.862 2.3 -1.2 -1.7
O -3.061 2.825 4.315 -1.1 -0.1 -0.1
F -3.157 0.429 1.883 0.0 -0.2 -0.3
H -1.967 1.125 3.949 -0.1 -0.1 -0.3
H -1.497 2.542 2.983 -0.2 0.0 0.2
H -3.471 2.391 1.588 0.0 -0.2 -0.1
```
Forces are in eV/Å.


C3H6N2S2 | ωB97M-V/def2-TZVPD

HOMO (Eh): -0.3135
Energy above the lowest of the compared OMol25 structures with the same formula, charge and spin (eV): 1.281
Strongest force on any atom (eV Å⁻¹): 2.419
Total charge: 0
SMILES: [H]/N=C(/NC=S)SC
Frontier orbital gap (eV): 8.69
Spin multiplicity: 1
LUMO level (eV): 0.16

Geometry as XYZ:
```
13
Properties=species:S:1:pos:R:3:forces:R:3
C -3.114 -0.511 -0.251 0.5 0.9 -0.4
C -0.480 0.045 0.124 -1.5 -1.4 0.6
C 1.949 0.685 -0.081 -0.4 2.1 -1.2
H -3.059 -1.564 -0.067 -0.6 -0.4 0.6
H -3.158 0.164 0.606 0.3 -0.5 0.2
H -3.948 -0.206 -0.840 -0.8 -0.4 -0.6
H -1.336 -1.089 1.568 0.6 1.2 -0.8
H 0.441 1.278 -1.289 -0.1 -1.1 2.0
H 2.315 1.502 -0.780 0.7 -1.1 0.9
N -0.606 -0.381 1.326 0.5 0.0 -1.2
N 0.599 0.750 -0.377 0.4 0.7 -1.2
S -1.680 -0.138 -1.268 0.7 0.3 1.0
S 2.846 -0.110 0.981 -0.2 -0.2 0.0
```
Forces are in eV/Å.